{"formula": "C37H26CrO5S", "method": "ωB97M-V with the def2-TZVPD basis set", "elements": ["O", "C", "Cr", "C", "O", "C", "O", "C", "C", "C", "C", "C", "C", "C", "C", "C", "C", "C", "C", "C", "C", "C", "C", "C", "C", "C", "C", "C", "H", "H", "H", "H", "H", "H", "H", "H", "H", "H", "H", "H", "H", "H", "H", "C", "C", "C", "C", "S", "C", "C", "C", "C", "C", "C", "C", "O", "O", "C", "C", "H", "H", "H", "H", "H", "H", "H", "H", "H", "H", "H"], "xyz": [[-4.8079, -1.6684, -0.8063], [-4.1017, -1.8763, -1.7142], [-2.9643, -1.8431, -3.2324], [-2.3414, -0.2886, -2.3416], [-2.0754, 0.6786, -1.7529], [-4.2387, -0.6466, -3.9729], [-5.0226, 0.1736, -4.2382], [-3.3549, -3.6869, -4.3236], [-2.7240, -4.0064, -3.1110], [-1.5503, -3.3469, -2.7506], [-0.9505, -2.4097, -3.6159], [0.0907, -1.5703, -3.0702], [0.6726, -0.7429, -2.3761], [1.5441, 0.1590, -1.7673], [1.5622, 1.5058, -2.3555], [0.9317, 1.6888, -3.6252], [0.7937, 2.9467, -4.2031], [1.3172, 4.0703, -3.5530], [2.0437, 3.8984, -2.3695], [2.2094, 2.6398, -1.8048], [2.4948, -0.4045, -0.8190], [2.7209, -1.8146, -0.8592], [3.6066, -2.4469, 0.0098], [4.3248, -1.6903, 0.9421], [4.1681, -0.3018, 0.9566], [3.2676, 0.3361, 0.1096], [-1.5945, -2.0997, -4.8336], [-2.7681, -2.7623, -5.2029], [-4.3126, -4.1533, -4.5774], [-3.1568, -4.7467, -2.4303], [-1.0836, -3.5034, -1.7759], [0.5885, 0.8051, -4.1718], [0.2957, 3.0396, -5.1692], [1.1822, 5.0534, -3.9807], [2.5159, 4.7577, -1.8854], [2.8732, 2.5296, -0.9564], [2.2222, -2.3994, -1.6383], [3.7509, -3.5245, -0.0607], [5.0021, -2.1788, 1.6290], [4.7695, 0.3087, 1.6383], [3.1655, 1.4136, 0.1600], [-1.1715, -1.3123, -5.4605], [-3.2415, -2.5411, -6.1654], [3.7833, -0.2672, 5.9957], [3.5911, -0.7172, 4.6816], [2.3141, -0.6957, 4.1234], [1.2431, -0.1953, 4.8616], [-0.3837, -0.2561, 4.0698], [-0.4070, 1.0668, 2.9348], [-1.6790, 1.5390, 2.5304], [-1.8071, 2.9110, 2.1407], [-2.9950, 3.3978, 1.6075], [-4.1020, 2.5391, 1.5047], [-4.0479, 1.2250, 2.0108], [-2.8660, 0.7336, 2.5495], [-0.4587, -1.5794, 3.4468], [-1.2948, 0.0827, 5.1560], [1.4182, 0.2432, 6.1819], [2.7007, 0.2175, 6.7408], [4.7764, -0.3071, 6.4417], [4.4217, -1.0965, 4.0829], [2.1253, -1.0602, 3.1154], [0.4178, 1.7549, 3.1122], [-0.9504, 3.5559, 2.3573], [-3.0457, 4.4457, 1.2823], [-5.0120, 2.9013, 1.0331], [-4.9383, 0.5867, 1.9919], [-2.8813, -0.2400, 3.0493], [0.5690, 0.6019, 6.7608], [2.8543, 0.5735, 7.7629]], "lowdin_spin": [0.0242, 0.0125, 0.8575, -0.0075, -0.0045, 0.0229, 0.0359, 0.0400, 0.0046, 0.0253, 0.0336, 0.1576, 0.0454, 0.2968, 0.0090, 0.0699, -0.0087, 0.0806, -0.0081, 0.0658, 0.0124, 0.0658, -0.0082, 0.0727, -0.0072, 0.0614, 0.0267, 0.0041, 0.0038, -0.0006, 0.0002, 0.0037, -0.0021, 0.0045, -0.0021, 0.0044, 0.0035, -0.0018, 0.0040, -0.0017, 0.0036, 0.0010, -0.0007, 0.0002, 0.0005, 0.0012, -0.0006, 0.0270, 0.4876, 0.0332, 0.1147, -0.0143, 0.1372, -0.0135, 0.1105, 0.0229, 0.0592, 0.0000, 0.0001, 0.0000, 0.0001, 0.0009, 0.0239, 0.0040, -0.0033, 0.0079, -0.0034, 0.0038, 0.0000, 0.0000], "s2": 3.8453, "spin_multiplicity": 4, "mol_weight_g_mol": 634.7, "lumo_energy_ev": [-3.379, -5.899], "e_homo_ev": [-9.8, -11.3], "total_charge": 1}



{"formula": "C37H26F4HgN9O", "method": "ωB97M-V with the def2-TZVPD basis set", "elements": ["Hg", "C", "C", "N", "C", "C", "C", "C", "C", "C", "C", "N", "C", "C", "C", "C", "C", "C", "C", "C", "N", "C", "H", "H", "H", "H", "H", "H", "H", "H", "H", "H", "H", "H", "C", "C", "O", "C", "C", "H", "H", "H", "H", "H", "H", "H", "H", "H", "H", "F", "C", "C", "F", "C", "C", "C", "F", "C", "C", "C", "N", "C", "N", "F", "C", "C", "N", "C", "N", "N", "C", "C", "C", "N", "H", "H", "H", "H"], "xyz": [[0.2084, 0.2115, 0.0829], [0.1913, 3.0601, -3.5630], [0.5764, 2.1101, -2.6098], [-0.2293, 1.6659, -1.6737], [-1.5326, 2.0858, -1.6290], [-2.0075, 3.0254, -2.5813], [-1.0917, 3.5212, -3.5332], [-3.3694, 3.3971, -2.6016], [-4.2357, 2.7651, -1.7605], [-3.7972, 1.8231, -0.8136], [-2.4538, 1.5096, -0.6439], [-1.9333, 0.6503, 0.2721], [-2.5467, 0.0523, 1.3388], [-3.7408, 0.4325, 1.9300], [-4.3286, -0.3097, 2.9724], [-3.7368, -1.4252, 3.4845], [-2.4560, -1.7945, 3.0177], [-1.7316, -2.8642, 3.5901], [-0.4631, -3.1408, 3.1749], [0.0921, -2.3461, 2.1650], [-0.5678, -1.3740, 1.5801], [-1.8425, -1.0652, 1.9713], [0.9026, 3.3955, -4.3061], [1.5754, 1.6921, -2.6378], [-1.4394, 4.2511, -4.2568], [-3.7059, 4.1464, -3.3089], [-5.2947, 2.9907, -1.8170], [-4.5386, 1.3145, -0.2181], [-4.2295, 1.3384, 1.6093], [-5.2826, 0.0211, 3.3669], [-4.2125, -2.0090, 4.2631], [-2.1940, -3.4468, 4.3791], [0.1277, -3.9305, 3.6194], [1.1177, -2.4991, 1.8452], [-3.2407, -1.9994, -1.4846], [-1.9306, -2.7528, -1.4002], [-0.8901, -1.9332, -1.9220], [0.1948, -2.6474, -2.4785], [0.9842, -1.7109, -3.3677], [-4.0055, -2.4889, -0.8781], [-3.5855, -1.9490, -2.5190], [-3.0969, -0.9812, -1.1232], [-1.9844, -3.6792, -1.9807], [-1.7030, -3.0246, -0.3632], [-0.1765, -3.4948, -3.0629], [0.8303, -3.0558, -1.6803], [0.3896, -1.4280, -4.2387], [1.9049, -2.1919, -3.7049], [1.2415, -0.8012, -2.8209], [3.9803, 2.3244, 1.6208], [4.6896, 1.2780, 2.0510], [5.9084, 1.0612, 1.4850], [6.3065, 1.9033, 0.5382], [6.7263, -0.0431, 1.8291], [6.2172, -0.8258, 2.8950], [4.9996, -0.6020, 3.4600], [4.5834, -1.4417, 4.4021], [4.1356, 0.4280, 3.0293], [2.7711, 0.5309, 3.4460], [1.8064, 1.1022, 2.5973], [1.0211, 1.5159, 1.8482], [2.2364, -0.1584, 4.5750], [1.7446, -0.6963, 5.4714], [6.9232, -1.8592, 3.3310], [7.8935, -0.3912, 1.1118], [8.3497, 0.3308, -0.0328], [8.7194, 0.8470, -0.9963], [8.6390, -1.5843, 1.3566], [9.2417, -2.5605, 1.4761], [3.3407, 0.4775, -0.9235], [4.4398, -0.0680, -1.4797], [4.3206, -1.4307, -1.3371], [3.1072, -1.6117, -0.6540], [2.5196, -0.4498, -0.4024], [3.1606, 1.4551, -0.7673], [5.2003, 0.5448, -1.9414], [5.0178, -2.1902, -1.6535], [2.6570, -2.5382, -0.3266]], "lowdin_spin": [0.0026, 0.0000, 0.0000, 0.0001, 0.0000, 0.0000, 0.0000, 0.0000, 0.0000, 0.0000, 0.0001, 0.0006, 0.0000, 0.0001, 0.0000, 0.0000, 0.0000, 0.0000, 0.0001, 0.0002, 0.0007, 0.0000, 0.0000, 0.0000, 0.0000, 0.0000, 0.0000, 0.0000, 0.0000, 0.0000, 0.0000, 0.0000, 0.0000, 0.0001, 0.0000, 0.0000, 0.0001, 0.0000, 0.0000, 0.0000, 0.0000, 0.0000, 0.0000, 0.0000, 0.0000, 0.0000, 0.0000, 0.0000, 0.0000, -0.0049, 0.0042, 0.0595, 0.0150, 0.0340, 0.0516, -0.0005, -0.0060, 0.0890, 0.0944, 0.0249, 0.0473, 0.0121, 0.0434, 0.0138, 0.2339, 0.0279, 0.1139, 0.0263, 0.1155, -0.0003, -0.0001, 0.0000, -0.0001, 0.0007, 0.0000, 0.0000, 0.0000, 0.0000], "s2": 0.7945, "spin_multiplicity": 2, "mol_weight_g_mol": 889.3, "lumo_energy_ev": [-0.531, -2.326], "e_homo_ev": [-7.3, -7.3], "total_charge": 0}



{"formula": "C37H26F6N5O8PSbW", "method": "ωB97M-V with the def2-TZVPD basis set", "elements": ["W", "O", "C", "N", "C", "O", "C", "C", "C", "C", "C", "N", "C", "C", "C", "C", "C", "N", "H", "H", "H", "H", "H", "H", "H", "H", "F", "Sb", "F", "F", "F", "F", "F", "C", "C", "C", "C", "C", "C", "P", "C", "C", "C", "C", "C", "C", "C", "C", "C", "C", "C", "C", "H", "H", "H", "H", "H", "H", "H", "H", "H", "H", "H", "H", "H", "H", "H", "O", "C", "O", "C", "C", "C", "C", "C", "C", "N", "O", "O", "N", "O", "O", "H", "H", "H"], "xyz": [[-0.8912, -0.7316, -0.0140], [3.0872, 0.2010, 1.2545], [1.9059, 0.0284, 1.1558], [1.1551, -0.0475, -0.0305], [1.8768, 0.3724, -1.1765], [2.8909, 1.0223, -1.1809], [1.1609, 0.0063, -2.4058], [1.7686, 0.1319, -3.6778], [0.9955, 0.0662, -4.7886], [-0.4752, 0.0034, -4.6197], [-0.8252, -0.6585, -3.3312], [-0.1027, -0.5000, -2.2469], [1.0139, -0.1249, 2.3626], [1.5389, -0.2057, 3.6435], [0.6600, -0.3272, 4.7134], [-0.7024, -0.3510, 4.4522], [-1.1459, -0.2663, 3.1410], [-0.3081, -0.1609, 2.1026], [2.8369, 0.2791, -3.7088], [1.4086, 0.1421, -5.7799], [-0.9785, -0.4635, -5.4657], [-1.7191, -1.2667, -3.2690], [2.6092, -0.1665, 3.7766], [1.0326, -0.3936, 5.7236], [-1.4263, -0.4309, 5.2459], [-2.2031, -0.2633, 2.9106], [-2.1737, 0.4848, 0.5321], [-4.6114, -1.0733, 0.5424], [-2.3909, -1.0295, -1.1885], [-1.9648, -1.9123, 1.0521], [-4.0643, -0.0569, 2.1494], [-6.3479, -0.4693, 1.1264], [-4.5847, 0.6735, -0.3825], [0.8869, 6.8204, 0.1446], [-0.2422, 6.4564, -0.5756], [-0.6664, 5.1428, -0.5703], [0.0854, 4.1816, 0.1127], [1.2219, 4.5379, 0.8230], [1.6348, 5.8611, 0.8153], [-0.5326, 2.4354, 0.0826], [-1.0078, 2.2734, -1.6627], [-0.0388, 2.7557, -2.6015], [-0.1063, 2.4461, -3.9124], [-1.1183, 1.4982, -4.4462], [-2.2739, 1.3496, -3.5043], [-2.1636, 1.6360, -2.1765], [-1.9582, 2.9750, 1.1089], [-1.6441, 2.9113, 2.4780], [-2.6482, 2.9650, 3.4187], [-3.9660, 3.1334, 3.0005], [-4.2686, 3.2684, 1.6467], [-3.2656, 3.2279, 0.6966], [1.1736, 7.8591, 0.2090], [-0.8078, 7.2015, -1.1119], [-1.5597, 4.8608, -1.1069], [1.7945, 3.7880, 1.3495], [2.5336, 6.1414, 1.3418], [0.7547, 3.3985, -2.2449], [0.6142, 2.8559, -4.6038], [-1.4363, 1.7941, -5.4489], [-3.1978, 0.9614, -3.9015], [-3.0015, 1.4264, -1.5260], [-0.6129, 2.7637, 2.7730], [-2.4067, 2.8721, 4.4666], [-4.7551, 3.1978, 3.7351], [-5.2930, 3.4019, 1.3349], [-3.5130, 3.3471, -0.3482], [0.4142, -2.4062, 0.9380], [0.0045, -3.1686, 0.0291], [-0.5521, -2.6216, -0.9651], [0.1715, -4.6519, 0.0172], [-0.6672, -5.5014, 0.7275], [-0.5340, -6.8750, 0.5617], [0.4097, -7.4268, -0.2900], [1.2261, -6.5547, -0.9931], [1.1189, -5.1801, -0.8512], [2.2009, -7.0799, -1.9668], [2.3311, -8.2691, -2.0111], [2.7636, -6.2523, -2.6378], [-1.4612, -7.7631, 1.2925], [-1.3263, -8.9399, 1.1168], [-2.2715, -7.2121, 1.9914], [-1.4394, -5.1288, 1.3838], [0.4902, -8.4989, -0.4241], [1.7676, -4.5371, -1.4257]], "lowdin_spin": [0.0161, 0.0053, -0.0001, 0.0083, 0.0290, 0.0900, 0.2820, -0.0066, 0.1840, 0.0564, 0.2226, -0.0119, 0.0000, -0.0002, 0.0000, -0.0002, -0.0001, -0.0005, -0.0030, 0.0093, 0.0065, 0.0067, 0.0000, 0.0000, 0.0000, 0.0000, 0.0003, 0.0000, -0.0001, 0.0007, 0.0000, 0.0000, 0.0000, 0.0000, -0.0001, -0.0003, -0.0016, 0.0000, 0.0000, -0.0049, 0.0004, 0.0150, 0.0190, 0.0623, 0.0114, 0.0038, -0.0012, -0.0007, 0.0000, -0.0009, -0.0001, -0.0005, 0.0000, 0.0000, 0.0000, 0.0000, 0.0000, 0.0004, 0.0023, 0.0028, 0.0003, 0.0001, 0.0000, 0.0000, 0.0000, 0.0000, 0.0000, 0.0000, 0.0000, -0.0015, -0.0001, -0.0001, 0.0000, -0.0001, 0.0000, -0.0001, 0.0000, 0.0000, 0.0000, 0.0000, 0.0000, 0.0000, 0.0000, 0.0000, 0.0000], "s2": 0.7864, "spin_multiplicity": 2, "mol_weight_g_mol": 1119.2, "lumo_energy_ev": [-8.796, -8.727], "e_homo_ev": [-13.7, -13.7], "total_charge": 2}